# 1
A cluster of 8 separate species, C19H45Cl8NO4 in total at a distorted geometry, computed with ωB97M-V/def2-TZVPD.

```
77
Properties=species:S:1:pos:R:3:forces:R:3
C -4.211962 5.650489 1.663797 0.8074 1.3914 1.3202
C -5.178317 4.905354 0.838069 -1.1446 1.5261 -0.6673
N -4.705320 3.735625 0.389759 -0.5337 -1.1383 -0.4747
O -6.261939 5.395857 0.488644 1.4443 -0.9976 0.4780
H -3.375037 6.084597 1.116812 -0.3188 0.0731 -0.6707
H -3.652528 5.098791 2.419292 -0.4900 -0.4779 0.1949
H -4.740444 6.475038 2.142254 0.1172 -0.0734 0.0654
H -3.994814 3.242905 0.911763 -0.1847 0.0700 -0.2406
H -5.407923 3.214853 -0.115474 0.3149 -0.3777 -0.0183
C -1.406500 4.929566 -3.949237 1.5040 1.7233 -1.0872
C -1.005328 6.350615 -4.544159 -1.9197 -1.6812 -1.1619
C -1.751060 7.471250 -3.960826 -0.6842 1.2875 -0.0416
O 0.326810 6.713422 -4.473387 2.1306 -0.5968 1.4228
H -1.377966 5.051723 -2.866475 0.0506 -0.6368 -0.0056
H -0.622004 4.316525 -4.392904 0.1567 -0.6553 0.7098
H -2.330253 4.490145 -4.325662 -0.1872 0.5764 0.1607
H -1.103410 6.332862 -5.629597 -1.2760 -0.3074 -0.2605
H -2.809916 7.484575 -4.219172 -0.0025 -0.1189 -0.0035
H -1.270547 8.339292 -4.412153 -0.3375 0.4417 0.2789
H -1.651329 7.536267 -2.877352 0.1002 -0.0970 0.0378
H 0.823080 5.897508 -4.375427 0.4685 0.0551 -0.0319
C 6.278425 -1.367109 2.675033 -0.2373 0.8570 1.0825
C 6.190707 0.209884 2.577258 0.3663 -1.5715 -0.5109
C 7.454183 0.883930 3.105593 -0.6597 0.0661 -0.5714
O 5.988152 0.518743 1.222278 0.0089 0.4903 -0.9576
H 6.511810 -1.684800 3.691252 0.1140 0.1191 0.2252
H 7.075432 -1.780887 2.057237 -0.0285 0.2866 -0.2583
H 5.339967 -1.874733 2.452051 -0.0367 0.2894 -0.3627
H 5.289919 0.623701 3.030518 0.1200 -0.3006 0.5584
H 7.390939 0.798909 4.190425 0.8003 0.2696 -0.0455
H 7.522825 1.902327 2.723165 -0.6143 0.4205 0.6399
H 8.351049 0.495386 2.623136 0.1315 -0.8651 0.5486
H 6.845528 0.434322 0.798743 0.0220 -0.0515 -0.3509
C -6.913937 -6.264461 2.357762 0.3442 0.9678 0.0861
C -5.520832 -6.275379 1.695848 0.2344 -0.4469 0.7257
C -4.374722 -6.338100 2.680440 0.9025 0.4351 -0.2555
O -5.406609 -7.338200 0.769485 -0.2543 0.1443 -0.1402
H -6.916901 -6.710951 3.352115 0.0822 0.0410 -0.0282
H -7.751905 -6.692831 1.807859 0.3503 -0.2831 -0.4033
H -7.149472 -5.201644 2.412894 -0.3156 0.0494 0.5926
H -5.323713 -5.336842 1.177776 -0.5023 0.2530 -0.2903
H -3.453291 -6.068175 2.164498 0.0688 -0.0823 -0.3718
H -4.133827 -7.307198 3.117375 -0.6664 0.0046 0.3004
H -4.460435 -5.517883 3.393174 -0.2848 -0.3529 0.4672
H -6.200223 -7.159378 0.259790 0.0452 -0.7280 -0.6840
Cl 4.422017 6.598729 2.561523 0.0933 -0.1682 0.9076
C 4.822484 5.880083 1.010500 0.8811 0.3570 -0.7634
C 3.665679 6.106550 0.095002 -0.7500 -0.0263 -0.3025
Cl 2.351559 4.930597 0.386091 -0.1447 -0.0700 0.0509
H 5.185916 4.855420 1.088408 -0.4130 0.0078 0.2192
H 5.649010 6.472126 0.617528 0.1079 0.0005 0.0223
H 3.877884 6.045677 -0.972409 0.3125 -0.0391 0.1924
H 3.269413 7.092061 0.339594 -0.1076 -0.0840 -0.3349
Cl 2.010066 -6.245347 4.133579 0.2390 -0.2028 0.3859
C 2.334073 -7.536101 5.313415 0.9790 -0.8880 1.0367
C 3.733947 -7.517335 5.998202 -0.6304 0.4310 -0.9239
Cl 5.050971 -7.836002 4.813714 -0.2390 0.2217 0.3028
H 2.196791 -8.505247 4.833809 -0.0480 0.2121 -0.1912
H 1.640177 -7.485247 6.152478 -0.3230 0.2926 -0.2691
H 3.824067 -8.288365 6.763379 -0.2999 -0.0208 -0.1616
H 3.870404 -6.544659 6.470830 0.3210 -0.0396 -0.1817
Cl -1.667154 -4.697795 -8.706093 0.2791 -0.1444 0.2632
C -1.863660 -2.939462 -8.607106 -1.5823 0.8857 0.5392
C -2.054275 -2.449915 -7.101093 1.4766 -0.3635 -1.8876
Cl -1.955523 -0.661776 -6.997023 -0.2802 -0.1897 -0.1945
H -2.787707 -2.756837 -9.155631 -0.0539 0.1535 0.1291
H -1.099839 -2.438343 -9.201718 0.3440 -0.0789 0.6679
H -1.146686 -2.788106 -6.601085 -0.5335 -0.2267 0.4926
H -3.001276 -2.789903 -6.681921 0.3533 -0.0304 -0.0007
Cl -2.000942 -1.233930 -0.721303 0.5787 0.2090 0.3736
C -0.461735 -1.069534 0.211030 0.9109 0.9317 -0.5624
C 0.806149 -0.819415 -0.699674 -1.7819 0.3710 1.7662
Cl 0.850718 -2.065099 -1.831988 0.5605 -2.1306 -2.0962
H -0.335096 -1.975076 0.804384 -0.0211 0.1150 -0.1553
H -0.535661 -0.188984 0.849202 -0.3389 -0.1940 0.1462
H 1.684943 -0.923649 -0.063321 -0.0245 0.5426 -0.0240
H 0.736927 0.108989 -1.266570 0.1289 0.1675 0.5529
```
Positions in Å, forces in eV/Å.

gap between HOMO and LUMO: 9.933 eV
energy: -4788.1107 Eh
SMILES: CC(N)=O.CC(C)O.CC(C)O.CC(C)O.ClCCCl.ClCCCl.ClCCCl.ClCCCl
highest occupied orbital energy: -9.8 eV

=====

# 2
A structure of composition C19H45CuO6P3 at a distorted geometry, computed with ωB97M-V/def2-TZVPD.

```
74
Properties=species:S:1:pos:R:3:forces:R:3
Cu 1.717574 0.939718 0.311683 -1.0176 -0.2596 -0.1773
C -3.491890 0.304887 -2.631177 -0.4972 -0.5959 -0.7740
C -3.588676 1.182617 -1.404661 1.1579 -0.7429 -0.1135
C -4.316982 2.445527 -1.701903 -0.2757 0.0884 0.6202
O -2.175351 1.416069 -1.002975 -0.2802 0.6351 -0.2475
P -1.530817 1.226022 0.409363 -0.1367 -1.3752 0.1574
O -0.191747 1.866451 0.434536 0.5484 -0.3746 -0.0364
C -1.554211 -0.611260 0.728874 0.2312 0.4396 0.2500
P -0.414412 -1.583167 -0.301315 -0.5318 1.0551 -0.1831
O 0.980954 -1.119819 -0.184648 0.3687 0.1784 0.3227
O -1.027573 -1.392493 -1.744404 0.2599 -0.1450 0.6903
C -0.136521 -1.336368 -2.896445 -0.2608 0.4854 -0.3285
C -1.019089 -1.751825 -4.029756 0.4667 -1.4734 -1.7960
C 0.385693 0.089833 -3.067620 1.4192 -0.9756 -0.1003
O -0.599991 -3.075049 0.083471 0.9234 0.7222 1.0450
C -1.304557 -4.105545 -0.548354 0.0650 -1.1295 -2.0689
C -0.353984 -4.974067 -1.433089 -0.7234 0.3915 0.7816
C -1.944726 -4.962223 0.476803 -1.6664 0.0194 1.7894
O -2.562321 1.672948 1.502861 -0.2453 0.9313 0.1686
C -2.835206 3.113079 1.840572 0.5053 0.4521 0.2648
C -4.166442 3.165804 2.571667 0.8418 -0.3714 -0.5083
C -1.661767 3.602960 2.744458 1.2587 -1.3606 -2.3117
H -4.347571 0.486950 -3.312098 0.1738 -0.3636 0.5807
H -3.413320 -0.765439 -2.375258 -0.1101 0.4935 -0.2252
H -2.628250 0.556876 -3.255058 -0.0206 0.1539 0.4508
H -4.031694 0.673429 -0.559782 -0.3866 -0.2244 0.1298
H -3.854390 2.951930 -2.527798 0.1878 0.3503 -0.4451
H -4.308936 3.096141 -0.821047 -0.3415 0.0172 -0.2561
H -5.335498 2.134297 -1.994620 0.3170 0.4795 0.2931
H -2.573983 -0.871482 0.418911 0.0425 -0.2965 0.3799
H -1.371815 -0.863687 1.813798 -0.3261 0.3931 -1.1161
H 0.695190 -2.059499 -2.786334 -0.4009 0.3798 0.1909
H -1.745194 -1.019085 -4.375193 0.2743 0.2442 0.1059
H -1.594808 -2.640522 -3.762120 0.0507 -0.0226 0.1418
H -0.390290 -2.093043 -4.906560 -0.6351 0.6317 0.7946
H -0.463736 0.798131 -3.101459 0.7149 -0.2626 -0.3844
H 1.062439 -0.005633 -3.999005 -1.1994 0.8826 1.3002
H 1.033965 0.314862 -2.180404 -0.4787 0.0766 -0.9086
H -2.073704 -3.651231 -1.213866 0.4075 -0.2968 0.3683
H 0.371009 -5.513116 -0.844665 0.0819 -0.2425 0.5934
H 0.245517 -4.388569 -2.098497 0.0261 0.5114 -0.7271
H -0.959610 -5.710618 -1.961381 0.0996 0.1537 -0.2025
H -1.351075 -5.187397 1.370009 0.5746 0.1145 -0.5029
H -2.188938 -5.924358 0.021477 -0.4594 0.1883 0.1815
H -2.840723 -4.450242 0.954748 0.6804 -0.7665 -0.9259
H -2.912456 3.697910 0.880906 0.3762 -0.6189 0.8510
H -4.133891 2.438587 3.376872 -0.0725 0.3083 0.4446
H -4.973091 2.882802 1.930393 -0.5853 -0.1862 -0.5474
H -4.329577 4.195345 2.871627 -0.0555 -0.0129 0.4450
H -1.623317 3.064971 3.678804 -0.2725 -0.3041 0.2950
H -1.713156 4.657372 2.966775 -0.0068 0.3356 -0.2093
H -0.690507 3.312771 2.162332 -1.5735 1.0050 1.2111
C 5.886498 2.765206 1.193796 0.7223 0.6712 0.3732
C 4.725234 2.343827 0.353748 -0.7402 0.3669 -1.0542
P 3.749054 0.971236 1.027344 0.0186 -0.3262 -0.0513
C 3.585891 1.099464 2.828902 0.0915 -0.0132 -0.2695
C 2.574341 0.084408 3.278139 -1.0253 0.2423 0.8318
C 4.812944 -0.523019 0.878454 -0.9268 -0.4763 -0.8946
C 4.096626 -1.837166 0.499200 -0.5684 0.5472 -0.9691
H 6.400428 3.655982 0.759338 -0.4189 -0.5963 0.4193
H 6.591590 1.926443 1.109372 0.1473 0.3600 0.7640
H 5.568695 3.001267 2.246944 0.6163 -0.3424 -0.9664
H 5.092203 1.984665 -0.630530 -0.2744 0.1436 0.3696
H 4.008359 3.155489 0.108690 0.4049 -0.3360 0.3125
H 3.254531 2.057707 3.134714 -0.7164 1.2313 -0.0776
H 4.488723 1.035103 3.384231 1.2500 -0.5798 0.1283
H 1.582898 0.434056 2.961221 0.0165 -0.2337 0.0802
H 2.563353 0.031024 4.368486 -0.0638 -0.0408 -0.0104
H 2.694925 -0.918585 2.912696 0.2971 -0.3998 -0.2986
H 5.354067 -0.657943 1.785105 0.5362 0.0059 0.7877
H 5.511019 -0.289997 0.094843 0.5546 0.0990 -0.3503
H 3.362512 -2.129624 1.229434 -0.3881 0.0105 0.3228
H 4.780455 -2.670148 0.424147 0.4442 -0.0720 -0.0810
H 3.549107 -1.751947 -0.477723 0.5288 0.0220 0.8823
```
Positions in Å, forces in eV/Å.

gap between HOMO and LUMO: 9.708 eV
energy: -3866.9458 Eh
charge: +1
highest occupied orbital energy: -11.4 eV

=====

Computed values of E_LUMO (unit: eV) for the preceding records, in sequence: 0.11; -1.66.